## P
Computed, not measured: one molecule with the formula C5H10N4, with ωB97M-V with the def2-TZVPD basis set.

Geometry as XYZ:
```
19
Properties=species:S:1:pos:R:3
C -1.526 0.010 1.223
C 0.994 2.202 -0.277
N -1.050 -0.244 -0.139
C 1.135 0.766 -0.155
C 1.428 -0.463 -0.063
N -2.131 -0.248 -1.054
N 2.455 -1.318 0.204
C -0.078 -1.341 -0.216
N -0.119 -2.515 -0.427
H -2.872 -0.905 -0.813
H -1.809 -0.609 -1.949
H 2.193 -2.283 0.012
H 3.374 -1.060 -0.117
H -2.047 0.967 1.239
H -2.206 -0.775 1.571
H -0.667 0.033 1.893
H 1.991 2.659 -0.325
H 0.475 2.639 0.581
H 0.461 2.485 -1.188
```

For the lowest unoccupied orbital energy (alpha / beta), the calculation gives -0.102 / -0.103 eV.

## Q
Computed, not measured: one molecule with the formula C5H10N4, with ωB97M-V with the def2-TZVPD basis set.

Geometry as XYZ:
```
19
Properties=species:S:1:pos:R:3
C 0.287 0.612 1.171
C -1.881 -0.622 0.895
C -2.596 -0.020 -0.284
C 1.071 -0.021 0.074
C 1.678 0.720 -1.041
N -0.932 0.350 1.552
N -1.825 0.108 -1.270
N 1.196 -1.373 0.081
N 0.908 -2.195 1.006
H 0.735 1.439 1.833
H -2.443 -1.026 1.737
H -1.369 -1.448 0.446
H -3.620 0.332 -0.229
H 1.619 0.058 -1.882
H 2.705 0.909 -0.868
H 1.180 1.622 -1.128
H -2.145 0.739 -2.078
H 1.782 -1.766 -0.679
H 0.535 -1.620 1.801
```

For the lowest unoccupied orbital energy (alpha / beta), the calculation gives 0.620 / 0.622 eV.

Relative to the most stable structure, the computed energies are P 105.9; Q 0.0, all in kJ/mol.

## P
Computed, not measured: a 2-piece molecular cluster, C3H7N2OS overall, with ωB97M-V with the def2-TZVPD basis set.

Geometry as XYZ:
```
14
Properties=species:S:1:pos:R:3
C -1.012 0.058 1.772
C -1.961 -0.663 -0.405
C 1.864 0.665 -1.271
N -1.567 -0.463 0.746
N -2.399 -1.122 -1.371
O 1.004 0.093 1.202
S 1.400 -0.754 -0.211
H -0.946 -0.471 2.712
H -1.068 1.113 1.744
H 0.952 1.106 -1.736
H 2.421 0.265 -2.104
H 2.623 1.298 -0.761
H -2.909 -0.915 -2.333
H 1.598 -0.209 2.015
```

Its net charge is +1. For the lowest unoccupied orbital energy, the calculation gives -4.855 eV.

## Q
Computed, not measured: an isolated ion of composition C3H7N2OS and charge +1, with ωB97M-V with the def2-TZVPD basis set.

Geometry as XYZ:
```
14
Properties=species:S:1:pos:R:3
C 2.366 -1.116 -0.066
C 0.898 -0.975 0.013
N 0.402 0.162 -0.152
C -1.348 0.320 0.074
N -1.561 1.775 -0.094
O -1.971 -0.282 1.093
S -2.537 -0.851 -0.438
H 2.843 -0.144 -0.160
H 2.727 -1.629 0.826
H 2.623 -1.737 -0.926
H 0.324 -1.879 0.214
H -1.167 2.065 -1.003
H -1.038 2.271 0.649
H -2.562 2.022 -0.031
```

Its net charge is +1. For the lowest unoccupied orbital energy, the calculation gives -4.578 eV. Its structure (SMILES) is C/C=N/[C@]1([NH3+])OS1.

Relative to the most stable structure, the computed energies are P 42.7; Q 0.0, all in kJ/mol.

## P
Computed, not measured: one molecule with the formula C3H8S, with ωB97M-V with the def2-TZVPD basis set.

Geometry as XYZ:
```
12
Properties=species:S:1:pos:R:3
C -0.357 0.606 -1.711
C 0.134 0.843 -0.310
S -0.937 0.170 1.011
C 0.065 -1.118 1.788
H 0.277 1.066 -2.388
H -1.500 0.854 -1.954
H -0.176 -0.333 -2.072
H 0.508 1.899 -0.110
H 1.121 0.230 -0.227
H 0.149 -2.012 1.154
H 1.078 -0.883 2.024
H -0.362 -1.320 2.794
```

For the lowest unoccupied orbital energy, the calculation gives 1.122 eV. Its structure (SMILES) is CCSC.

## Q
Computed, not measured: a 2-piece molecular cluster, C3H8S overall, with ωB97M-V with the def2-TZVPD basis set.

Geometry as XYZ:
```
12
Properties=species:S:1:pos:R:3
C -1.345 0.033 -0.332
C 0.088 0.528 -0.001
C 1.124 -0.499 -0.137
S 2.846 0.055 -0.086
H -1.236 -0.265 -1.459
H -1.712 -0.767 0.384
H -1.991 0.968 -0.262
H 0.120 1.025 0.898
H 0.360 1.361 -0.655
H 0.843 -1.891 1.197
H 1.137 -1.239 -0.961
H 2.652 1.274 0.514
```

For the lowest unoccupied orbital energy, the calculation gives 0.228 eV.

## R
Computed, not measured: a 2-piece molecular cluster, C3H8S overall, with ωB97M-V with the def2-TZVPD basis set.

Geometry as XYZ:
```
12
Properties=species:S:1:pos:R:3
C -1.378 0.055 -0.280
C -0.736 -1.022 0.145
C 0.384 -0.945 1.130
H -2.169 0.068 -1.016
H -1.070 1.035 0.087
H -1.028 -2.010 -0.208
H 1.317 -1.319 0.699
H 0.537 0.095 1.420
H 0.188 -1.575 2.003
S 1.789 2.203 -1.540
H 0.636 2.519 -0.944
H 1.530 0.896 -1.497
```

For the lowest unoccupied orbital energy, the calculation gives 1.009 eV. Its structure (SMILES) is C=CC.S.

Relative to the most stable structure, the computed energies are P 8.0; Q 271.5; R 0.0, all in kJ/mol.

## P
Computed, not measured: a 2-piece molecular cluster, C2H2INOS2 overall, with ωB97M-V with the def2-TZVPD basis set.

Geometry as XYZ:
```
9
Properties=species:S:1:pos:R:3
C -2.725 0.378 -1.463
C -4.953 0.311 -0.742
N -4.017 0.585 -1.399
O -0.541 -0.641 -0.454
S -6.451 0.086 -0.258
S -1.998 -0.708 -0.393
I 4.334 0.007 -0.086
H -2.215 0.858 -2.269
H 3.798 -0.541 1.227
```

For the lowest unoccupied orbital energy (alpha / beta), the calculation gives -1.312 / -1.312 eV.

## Q
Computed, not measured: a 2-piece molecular cluster, C2H2INOS2 overall, with ωB97M-V with the def2-TZVPD basis set.

Geometry as XYZ:
```
9
Properties=species:S:1:pos:R:3
C 1.115 -1.306 -0.854
C -0.987 -2.529 -0.261
N 0.079 -2.079 -0.468
O 2.359 0.612 -1.898
S -2.387 -3.239 -0.044
S 0.982 0.127 -1.742
I -3.063 0.646 -0.082
H 2.122 -1.476 -0.467
H -2.169 -0.355 -0.984
```

For the lowest unoccupied orbital energy (alpha / beta), the calculation gives -1.444 / -1.443 eV.

Relative to the most stable structure, the computed energies are P 28.3; Q 0.0, all in kJ/mol.

## P
Computed, not measured: a 2-piece molecular cluster, C6H15N3 overall, with ωB97M-V with the def2-TZVPD basis set.

Geometry as XYZ:
```
24
Properties=species:S:1:pos:R:3
C -1.565 -1.538 0.024
C -1.856 -1.904 1.470
C -0.599 0.389 0.283
C -1.402 1.454 0.159
H -2.453 -1.116 -0.462
H -1.403 -2.446 -0.574
H -0.099 0.169 1.214
H -0.999 -2.394 1.939
H -2.717 -2.577 1.581
H -2.071 -1.004 2.057
H -1.888 1.706 -0.775
H -1.660 2.056 1.016
C 2.556 1.226 0.221
N 0.568 0.224 -0.935
C 1.584 1.290 -0.914
N 1.105 -1.116 -0.992
N 1.559 2.256 -1.718
H 0.012 0.321 -1.784
H 1.830 -1.195 -0.280
H 0.245 -1.634 -0.598
H 0.831 2.196 -2.430
H 2.053 1.006 1.163
H 3.303 0.450 0.040
H 3.065 2.183 0.293
```

For the lowest unoccupied orbital energy, the calculation gives 0.809 eV.

## Q
Computed, not measured: one molecule with the formula C6H15N3, with ωB97M-V with the def2-TZVPD basis set.

Geometry as XYZ:
```
24
Properties=species:S:1:pos:R:3
C 2.459 -1.891 -1.448
C -2.702 2.419 1.125
C -2.420 0.976 -0.997
C 2.892 -1.487 -0.070
C 1.630 -1.476 0.793
C -1.776 1.478 0.279
N -0.378 -0.388 1.056
N 0.755 -0.445 0.418
N -1.508 0.309 1.178
H 3.241 -1.668 -2.153
H 1.533 -1.511 -1.962
H 2.370 -3.007 -1.547
H -2.095 2.564 2.002
H -3.685 1.822 1.280
H -3.036 3.291 0.517
H -1.582 0.808 -1.563
H -3.156 1.601 -1.497
H -2.822 -0.078 -0.693
H 3.540 -2.223 0.277
H 3.226 -0.474 0.009
H 1.904 -1.260 1.780
H 1.032 -2.517 0.762
H -0.819 1.927 0.046
H -0.337 -1.246 1.703
```

For the lowest unoccupied orbital energy, the calculation gives 0.964 eV.

## R
Computed, not measured: a 2-piece molecular cluster, C6H15N3 overall, with ωB97M-V with the def2-TZVPD basis set.

Geometry as XYZ:
```
24
Properties=species:S:1:pos:R:3
C 1.092 -1.714 -1.534
C 0.688 -0.344 -1.048
C 1.226 0.203 0.104
C 1.077 1.663 0.409
N 2.292 -0.383 0.757
H 2.079 -1.705 -2.002
H 0.352 -2.111 -2.227
H 1.152 -2.440 -0.719
H 0.296 0.313 -1.810
H 1.048 1.835 1.486
H 1.919 2.222 -0.003
H 0.177 2.055 -0.063
H 2.447 -1.368 0.612
H 2.580 0.022 1.633
H -2.070 2.024 -1.447
N -1.939 1.520 -0.577
C -1.841 0.237 -0.742
N -1.744 -0.548 0.421
C -1.672 -0.006 1.757
H -2.287 -0.308 -1.592
H -1.923 -1.535 0.323
H -0.722 -0.308 2.210
H -2.489 -0.403 2.363
H -1.741 1.077 1.689
```

For the lowest unoccupied orbital energy, the calculation gives 0.934 eV. Its structure (SMILES) is C/C=C(/C)N.[H]/N=C/NC.

Relative to the most stable structure, the computed energies are P 408.6; Q 255.9; R 0.0, all in kJ/mol.

## P
Computed, not measured: a 2-piece molecular cluster, H3IO3P overall, with ωB97M-V with the def2-TZVPD basis set.

Geometry as XYZ:
```
8
Properties=species:S:1:pos:R:3
O -1.097 1.095 0.279
O -0.916 -1.257 -0.490
O 1.645 -0.192 1.334
P -0.142 0.062 -0.353
I 0.810 0.699 -2.466
H -0.790 1.943 0.631
H -1.730 -1.440 0.002
H 2.220 -0.910 1.063
```

Its net charge is +1. For the lowest unoccupied orbital energy (alpha / beta), the calculation gives -7.353 / -7.324 eV.

## Q
Computed, not measured: a 2-piece molecular cluster, H3IO3P overall, with ωB97M-V with the def2-TZVPD basis set.

Geometry as XYZ:
```
8
Properties=species:S:1:pos:R:3
O 0.060 -0.519 -1.254
O -0.134 -1.288 1.149
O -1.376 1.835 0.144
P 0.487 -0.201 0.202
I 2.887 0.267 0.343
H -0.784 -0.568 -1.677
H 0.357 -1.471 1.966
H -1.497 1.945 -0.873
```

Its net charge is +1. For the lowest unoccupied orbital energy (alpha / beta), the calculation gives -8.176 / -8.176 eV.

Relative to the most stable structure, the computed energies are P 0.0; Q 157.5, all in kJ/mol.

## P
Computed, not measured: C3H8O4 as an isolated structure, with ωB97M-V with the def2-TZVPD basis set.

Geometry as XYZ:
```
15
Properties=species:S:1:pos:R:3
C 0.077 1.129 -0.421
C 1.362 -1.265 0.206
C -2.074 0.394 -1.033
O 1.202 -0.483 -0.790
O -0.870 1.120 -1.341
O -0.207 0.976 0.809
O 1.675 -0.268 1.616
H 0.750 0.463 1.382
H 1.498 -0.766 2.424
H 0.929 1.722 -0.748
H 0.485 -1.799 0.607
H 2.275 -1.871 0.207
H -1.826 -0.638 -0.786
H -2.678 0.429 -1.936
H -2.598 0.857 -0.196
```

For the lowest unoccupied orbital energy, the calculation gives 0.780 eV.

## Q
Computed, not measured: a 2-piece molecular cluster, C3H8O4 overall, with ωB97M-V with the def2-TZVPD basis set.

Geometry as XYZ:
```
15
Properties=species:S:1:pos:R:3
O -1.745 -0.294 -1.356
C -0.864 0.282 -0.793
O 0.414 -0.145 -0.781
C -1.094 1.535 0.016
C 0.099 2.347 0.463
O 0.974 1.634 1.330
H 0.648 -0.699 -1.537
H -1.616 1.190 0.902
H -1.843 2.144 -0.496
H -0.220 3.181 1.081
H 0.687 2.689 -0.384
H 1.279 0.809 0.930
O 1.218 -4.865 0.594
H 0.451 -4.446 0.159
H 1.612 -5.363 -0.130
```

For the lowest unoccupied orbital energy, the calculation gives 0.315 eV. Its structure (SMILES) is O=C(O)CCO.O.

Relative to the most stable structure, the computed energies are P 206.2; Q 0.0, all in kJ/mol.

## P
Computed, not measured: a 2-piece molecular cluster, C3H8O4 overall, with ωB97M-V with the def2-TZVPD basis set.

Geometry as XYZ:
```
15
Properties=species:S:1:pos:R:3
C -0.503 2.484 0.417
O 0.787 2.193 0.671
C 1.350 1.143 -0.138
O 0.614 0.014 0.179
C -0.734 0.252 -0.173
O -1.270 1.338 0.481
H -0.565 2.933 -0.593
H -0.861 3.239 1.144
H 2.397 1.118 0.220
H 1.359 1.513 -1.181
H -1.213 -0.694 0.146
H -0.803 0.309 -1.276
O -0.012 -5.264 -0.327
H -0.947 -5.059 -0.098
H 0.402 -5.520 0.527
```

For the lowest unoccupied orbital energy, the calculation gives 0.766 eV. Its structure (SMILES) is C1OCOCO1.O.

## Q
Computed, not measured: a 2-piece molecular cluster, C3H8O4 overall, with ωB97M-V with the def2-TZVPD basis set.

Geometry as XYZ:
```
15
Properties=species:S:1:pos:R:3
O -0.548 2.617 2.057
C -0.193 1.782 1.236
O 0.804 0.858 1.473
C 1.438 0.077 0.485
C 0.684 -1.291 0.217
O -0.471 -1.185 -0.532
H -0.601 1.600 0.222
H 2.460 -0.190 0.817
H 1.526 0.596 -0.489
H 0.415 -1.616 1.240
H 1.293 -2.094 -0.241
H -0.473 -2.080 -0.931
O -1.936 0.312 -2.211
H -1.653 -0.181 -1.408
H -2.745 0.797 -1.933
```

For the lowest unoccupied orbital energy, the calculation gives 0.418 eV. Its structure (SMILES) is O=COCCO.O.

Relative to the most stable structure, the computed energies are P 40.9; Q 0.0, all in kJ/mol.